Entry 1
This record from the OMol25 dataset describes a single C7H12 molecule. The level of theory is ωB97M-V/def2-TZVPD.

Each atom is followed by the atoms it is bonded to, with distances in Å.
CARTESIAN COORDINATES (ANGSTROEM)
1 C -1.5401 1.0957 -1.8171  C2 1.528, H8 1.096, H9 1.093, H10 1.097
2 C -1.0428 1.0028 -0.3753  C1 1.528, C3 1.464, H11 1.104, H12 1.120
3 C -1.1347 -0.2767 0.3312  C2 1.464, C7 1.474
4 C 1.2415 -1.3013 -0.5522  C5 1.528, H13 1.098, H14 1.092, H15 1.095
5 C 1.1045 -1.1403 0.9610  C4 1.528, C6 1.500, C7 1.529, H16 1.089
6 C 1.1572 0.1996 1.6321  C5 1.500, C7 1.519, H17 1.089, H18 1.088
7 C -0.1877 -0.4797 1.4430  C3 1.474, C5 1.529, C6 1.519, H19 1.088
8 H -1.7642 2.1338 -2.0867  C1 1.096
9 H -2.4371 0.4867 -1.9555  C1 1.093
10 H -0.7792 0.7382 -2.5221  C1 1.097
11 H -0.1725 1.6603 -0.2076  C2 1.104
12 H -1.8441 1.3876 0.3063  C2 1.120
13 H 0.2512 -1.2574 -1.0254  C4 1.098
14 H 1.8559 -0.5084 -0.9838  C4 1.092
15 H 1.6597 -2.2722 -0.8372  C4 1.095
16 H 1.4863 -1.9666 1.5590  C5 1.089
17 H 1.5242 0.2431 2.6564  C6 1.089
18 H 1.4344 1.0682 1.0387  C6 1.088
19 H -0.6355 -0.9512 2.3156  C7 1.088

Entry 2
This record from the OMol25 dataset describes a single C7H12 molecule. The level of theory is ωB97M-V/def2-TZVPD.

Each atom is followed by the atoms it is bonded to, with distances in Å.
CARTESIAN COORDINATES (ANGSTROEM)
1 C -2.0210 -0.5952 -0.7039  C2 1.398, H8 1.085, H9 1.094
2 C -0.7824 -0.2414 -0.1595  C1 1.398, C3 1.568, C6 1.606
3 C 0.3833 -0.0065 -1.1817  C2 1.568, C4 1.322, H10 1.097
4 C 1.5880 0.3455 -0.7666  C3 1.322, C5 1.553, H11 1.072
5 C 2.7835 0.4445 -1.7531  C4 1.553, H12 1.131, H13 1.082, H14 1.064
6 C -0.5255 0.0639 1.3964  C2 1.606, C7 1.518, H15 1.143, H16 1.173
7 C -1.6560 -0.3196 2.3334  C6 1.518, H17 1.068, H18 1.113, H19 1.134
8 H -2.9017 -0.7810 -0.0988  C1 1.085
9 H -2.3003 -0.7163 -1.7550  C1 1.094
10 H 0.2317 -0.4656 -2.1664  C3 1.097
11 H 1.6618 0.9667 0.1043  C4 1.072
12 H 3.3351 -0.5425 -1.7791  C5 1.131
13 H 3.5072 1.1480 -1.3621  C5 1.082
14 H 2.4549 0.8090 -2.6977  C5 1.064
15 H 0.5459 -0.2433 1.6495  C6 1.143
16 H -0.3875 1.2191 1.5446  C6 1.173
17 H -1.5267 0.2433 3.2316  C7 1.068
18 H -2.5211 0.1039 1.7755  C7 1.113
19 H -1.8692 -1.4324 2.3885  C7 1.134

The SMILES is C=C(/C=C/C)CC.

Entry 3
This record from the OMol25 dataset describes a single C7H12 molecule. The level of theory is ωB97M-V/def2-TZVPD.

Each atom is followed by the atoms it is bonded to, with distances in Å.
CARTESIAN COORDINATES (ANGSTROEM)
1 C 2.6378 0.2932 -0.5678  C2 1.547, H8 1.102, H9 1.095, H10 1.097
2 C 1.1737 -0.1837 -0.7122  C1 1.547, C3 1.543, H11 1.104, H12 1.090
3 C 0.2387 -0.0477 0.5071  C2 1.543, C4 1.545, C7 1.672, H13 1.067
4 C -0.6785 1.1955 0.4840  C3 1.545, C5 1.515, H14 1.101, H15 1.095
5 C -1.8907 0.3045 0.6619  C4 1.515, C6 1.516, C7 1.499, H16 1.081
6 C -2.0271 -0.8116 -0.3556  C5 1.516, C7 1.464, H17 1.083, H18 1.086
7 C -1.1235 -0.9776 0.7838  C3 1.672, C5 1.499, C6 1.464, H19 1.110
8 H 3.1533 0.2880 -1.5416  C1 1.102
9 H 3.1990 -0.3693 0.0988  C1 1.095
10 H 2.7255 1.3117 -0.1710  C1 1.097
11 H 0.7359 0.3602 -1.5677  C2 1.104
12 H 1.1816 -1.2378 -0.9892  C2 1.090
13 H 0.4795 -0.5635 1.4093  C3 1.067
14 H -0.6715 1.7111 -0.4886  C4 1.101
15 H -0.5572 1.9557 1.2623  C4 1.095
16 H -2.7527 0.5979 1.2450  C5 1.081
17 H -2.9701 -1.3439 -0.3205  C6 1.083
18 H -1.5474 -0.7658 -1.3291  C6 1.086
19 H -1.3064 -1.7171 1.5912  C7 1.110

The SMILES is CC[C@H]1C[C@H]2C[C@@H]12.

Entry 4
This record from the OMol25 dataset describes 2 unconnected molecules or ions with the total composition C7H12. The level of theory is ωB97M-V/def2-TZVPD.

Each atom is followed by the atoms it is bonded to, with distances in Å.
CARTESIAN COORDINATES (ANGSTROEM)
1 C 1.7521 -0.1836 0.7622  C2 1.331, H8 1.088, H9 1.087
2 C 1.0931 -0.2680 -0.3917  C1 1.331, C3 1.504, C4 1.524
3 C 1.4288 0.5753 -1.5904  C2 1.504, H10 1.097, H11 1.098, H12 1.094
4 C -0.0960 -1.2107 -0.5381  C2 1.524, C5 1.487, H13 1.096, H14 1.096
5 C -1.2450 -0.6781 0.2419  C4 1.487, C6 1.293, C7 1.504
6 C -2.3391 0.0035 0.3415  C5 1.293, C7 1.501, H15 1.079
7 C -1.7590 -0.4754 1.6404  C5 1.504, C6 1.501, H16 1.096, H17 1.096
8 H 1.4886 -0.8105 1.6114  C1 1.088
9 H 2.5690 0.5200 0.9011  C1 1.087
10 H 0.5423 1.1066 -1.9582  C3 1.097
11 H 1.7918 -0.0537 -2.4133  C3 1.098
12 H 2.2005 1.3153 -1.3580  C3 1.094
13 H -0.3803 -1.3093 -1.5918  C4 1.096
14 H 0.1681 -2.2089 -0.1695  C4 1.096
15 H -3.1336 0.5743 -0.1125  C6 1.079
16 H -2.2298 -1.3078 2.1749  C7 1.096
17 H -1.2543 0.2323 2.3075  C7 1.096
18 H -0.0506 2.9159 0.1218  H19 0.743
19 H -0.0351 2.2206 0.3837  H18 0.743

The SMILES is C=C(C)CC1=CC1.[H][H].

Energies in eV, measured from the most stable structure: entry 1 2.138; entry 2 0.000; entry 3 0.719; entry 4 1.638.